--- i ---
The molecule C6H8, computed with the ωB97M-V functional and the def2-TZVPD basis.

XYZ file:
```
14
Properties=species:S:1:pos:R:3
C 1.812 0.237 -0.009
C -0.299 -0.017 -1.463
C 0.453 0.778 -0.322
C -1.078 -1.022 1.425
C -0.674 0.261 0.647
C -2.016 -0.138 1.049
H 0.092 -0.978 -1.836
H 2.414 1.089 0.312
H -0.823 0.619 -2.174
H 1.784 -0.649 0.756
H 2.263 -0.179 -0.914
H -1.063 -1.938 1.849
H 0.237 1.823 -0.371
H -3.102 0.116 1.051
```

Computed properties:
LUMO level (alpha / beta)   1.08 / 1.09 eV
Gap between HOMO and LUMO (alpha / beta)   7.48 / 7.48 eV
E_HOMO (alpha / beta)   -6.39 / -6.40 eV

How is the electron density shared among the atoms? According to Mulliken, the charges in e are: atom 1 (C): -1.1757, atom 2 (C): -1.1307, atom 3 (C): 0.6544, atom 4 (C): -0.5494, atom 5 (C): 0.0280, atom 6 (C): -0.4463, atom 7 (H): 0.2939, atom 8 (H): 0.2833, atom 9 (H): 0.2838, atom 10 (H): 0.2666, atom 11 (H): 0.3233, atom 12 (H): 0.4468, atom 13 (H): 0.4103, atom 14 (H): 0.3117

---

--- ii ---
A cluster of 4 separate species, C6H8 in total, computed with the ωB97M-V functional and the def2-TZVPD basis.

XYZ file:
```
14
Properties=species:S:1:pos:R:3
C 2.037 -1.481 -1.561
C 0.375 -0.170 0.027
C -0.671 0.632 0.688
C -1.883 0.927 -0.239
C -0.728 0.934 1.982
C 1.152 -0.834 -0.607
H -2.521 1.817 0.253
H 2.532 -0.341 -3.023
H -1.581 1.243 -1.316
H 0.877 -2.955 -2.099
H -1.750 1.316 2.397
H -2.552 -0.013 -0.240
H 3.247 -1.847 -0.432
H 0.057 0.737 2.721
```

Computed properties:
LUMO level   -1.53 eV
Gap between HOMO and LUMO   7.20 eV
E_HOMO   -8.72 eV

How is the electron density shared among the atoms? According to Mulliken, the charges in e are: atom 1 (C): -1.1050, atom 2 (C): -0.1917, atom 3 (C): 0.3558, atom 4 (C): -0.9957, atom 5 (C): -0.8994, atom 6 (C): 0.8624, atom 7 (H): 0.3042, atom 8 (H): 0.2033, atom 9 (H): 0.2971, atom 10 (H): 0.1693, atom 11 (H): 0.2077, atom 12 (H): 0.2483, atom 13 (H): 0.2340, atom 14 (H): 0.3097

---

Energy above the most stable structure, in kJ/mol: i 0.0; ii 521.9

---

--- i ---
The molecule C6H8, computed with the ωB97M-V functional and the def2-TZVPD basis.

XYZ file:
```
14
Properties=species:S:1:pos:R:3
C 1.865 -0.342 0.882
C 0.617 -0.325 0.871
C 3.146 -0.237 0.819
C -1.121 -0.345 -0.663
C -0.701 1.164 -1.041
C -0.727 -0.684 0.740
H 0.360 1.388 -1.041
H -1.208 1.897 -0.428
H -0.864 -1.713 1.032
H -1.020 1.300 -2.069
H -0.667 -1.040 -1.366
H -2.198 -0.374 -0.765
H -1.311 -0.125 1.460
H 3.829 -0.565 1.568
```

Computed properties:
LUMO level (alpha / beta)   -0.73 / -0.76 eV
Gap between HOMO and LUMO (alpha / beta)   7.05 / 7.03 eV
E_HOMO (alpha / beta)   -7.78 / -7.78 eV

How is the electron density shared among the atoms? According to Mulliken, the charges in e are: atom 1 (C): 0.1568, atom 2 (C): 0.4754, atom 3 (C): -0.9931, atom 4 (C): -0.4936, atom 5 (C): -1.0863, atom 6 (C): -0.4596, atom 7 (H): 0.3422, atom 8 (H): 0.3046, atom 9 (H): 0.2789, atom 10 (H): 0.3285, atom 11 (H): 0.3102, atom 12 (H): 0.3185, atom 13 (H): 0.2647, atom 14 (H): 0.2528

---

--- ii ---
The molecule C6H8, computed with the ωB97M-V functional and the def2-TZVPD basis.

XYZ file:
```
14
Properties=species:S:1:pos:R:3
C 0.492 1.614 0.563
C -0.444 -0.537 0.817
C 0.780 0.324 1.317
C -0.240 1.384 -0.552
C -0.466 -0.778 -1.811
C -0.537 0.051 -0.577
H 1.708 -0.180 1.007
H -0.074 -0.165 -2.627
H -1.436 -1.183 -2.124
H 0.199 -1.635 -1.641
H -1.316 -0.331 1.451
H 0.777 2.590 0.957
H 0.831 0.468 2.404
H -0.274 -1.621 0.816
```

Computed properties:
LUMO level (alpha / beta)   -0.21 / -0.21 eV
Gap between HOMO and LUMO (alpha / beta)   7.75 / 7.76 eV
SMILES string   CC1=C=CCC1
E_HOMO (alpha / beta)   -7.96 / -7.96 eV

How is the electron density shared among the atoms? According to Mulliken, the charges in e are: atom 1 (C): -0.3199, atom 2 (C): -0.6395, atom 3 (C): -0.5495, atom 4 (C): -0.4957, atom 5 (C): -1.1438, atom 6 (C): 0.6906, atom 7 (H): 0.2277, atom 8 (H): 0.3324, atom 9 (H): 0.2833, atom 10 (H): 0.3333, atom 11 (H): 0.2724, atom 12 (H): 0.3829, atom 13 (H): 0.3203, atom 14 (H): 0.3055

---

--- iii ---
The molecule C6H8, computed with the ωB97M-V functional and the def2-TZVPD basis.

XYZ file:
```
14
Properties=species:S:1:pos:R:3
C 0.147 1.450 0.407
C -2.032 0.126 0.359
C -1.076 -0.940 -0.106
C -0.637 0.192 0.816
C 1.090 0.933 -0.198
C 2.256 0.224 -0.667
H 2.811 -0.157 0.192
H 2.848 0.968 -1.197
H 2.017 -0.588 -1.363
H -0.802 -0.960 -1.162
H -2.270 0.894 -0.369
H -1.194 -1.926 0.341
H -0.393 -0.139 1.822
H -2.763 -0.077 1.124
```

Computed properties:
LUMO level   0.95 eV
Gap between HOMO and LUMO   9.70 eV
SMILES string   CC#CC1CC1
E_HOMO   -8.76 eV

How is the electron density shared among the atoms? According to Mulliken, the charges in e are: atom 1 (C): -0.7422, atom 2 (C): -0.5700, atom 3 (C): -0.7232, atom 4 (C): 0.2888, atom 5 (C): 0.4351, atom 6 (C): -1.0173, atom 7 (H): 0.2596, atom 8 (H): 0.3314, atom 9 (H): 0.3047, atom 10 (H): 0.2626, atom 11 (H): 0.2655, atom 12 (H): 0.2497, atom 13 (H): 0.3907, atom 14 (H): 0.2645

---

Energy above the most stable structure, in kJ/mol: i 166.4; ii 0.0; iii 80.7

---

--- i ---
The molecule C6H8, computed with the ωB97M-V functional and the def2-TZVPD basis.

XYZ file:
```
14
Properties=species:S:1:pos:R:3
C -0.902 -0.679 0.079
C -1.286 -3.186 -0.181
C 0.255 1.510 0.271
C 1.454 0.646 0.686
C -0.666 0.618 -0.599
C -1.002 -1.935 -0.255
H 2.138 1.127 1.393
H -0.300 1.837 1.163
H -0.263 0.520 -1.623
H 2.033 0.308 -0.181
H 0.566 2.417 -0.276
H -1.672 1.057 -0.702
H -1.423 -3.969 -0.920
H 1.069 -0.272 1.145
```

Computed properties:
LUMO level (alpha / beta)   -0.94 / -0.96 eV
Gap between HOMO and LUMO (alpha / beta)   7.05 / 7.05 eV
E_HOMO (alpha / beta)   -7.99 / -8.01 eV

How is the electron density shared among the atoms? According to Mulliken, the charges in e are: atom 1 (C): -0.2252, atom 2 (C): -0.5836, atom 3 (C): -0.3730, atom 4 (C): -1.0872, atom 5 (C): -0.3624, atom 6 (C): 0.2748, atom 7 (H): 0.3315, atom 8 (H): 0.2674, atom 9 (H): 0.3025, atom 10 (H): 0.2995, atom 11 (H): 0.2909, atom 12 (H): 0.2958, atom 13 (H): 0.2532, atom 14 (H): 0.3159

---

--- ii ---
A cluster of 2 separate species, C6H8 in total, computed with the ωB97M-V functional and the def2-TZVPD basis.

XYZ file:
```
14
Properties=species:S:1:pos:R:3
C 2.481 -0.593 -0.147
C 3.426 -1.275 0.146
C 1.284 0.163 -0.330
C 0.162 -0.547 -0.404
C 1.372 1.645 -0.133
C -2.773 -0.822 -0.057
H 1.992 2.107 -0.899
H 4.279 -1.842 0.363
H 0.064 -1.606 -0.517
H 1.822 1.852 0.837
H -2.999 0.204 0.126
H 0.376 2.084 -0.160
H -2.614 -1.500 0.752
H -2.792 -1.184 -1.064
```

Computed properties:
LUMO level (alpha / beta)   0.26 / -0.28 eV
Gap between HOMO and LUMO (alpha / beta)   9.44 / 8.49 eV
E_HOMO (alpha / beta)   -9.18 / -8.77 eV

How is the electron density shared among the atoms? According to Mulliken, the charges in e are: atom 1 (C): -0.5414, atom 2 (C): 0.2130, atom 3 (C): 0.3482, atom 4 (C): -0.6965, atom 5 (C): -1.0834, atom 6 (C): -0.9503, atom 7 (H): 0.2998, atom 8 (H): 0.4487, atom 9 (H): 0.3697, atom 10 (H): 0.2984, atom 11 (H): 0.3111, atom 12 (H): 0.3249, atom 13 (H): 0.3330, atom 14 (H): 0.3249

---

Energy above the most stable structure, in kJ/mol: i 0.0; ii 158.9

---

--- i ---
The molecule C6H8, computed with the ωB97M-V functional and the def2-TZVPD basis.

XYZ file:
```
14
Properties=species:S:1:pos:R:3
C -0.252 0.231 -1.042
C 1.153 -0.492 0.819
C 0.935 -0.193 -0.604
C -2.650 0.174 -0.579
C -1.418 0.470 -0.166
C 2.255 -0.191 1.503
H -1.278 1.114 0.697
H 1.809 -0.150 -1.242
H 0.282 -0.851 1.357
H -2.852 -0.180 -1.586
H -0.263 0.768 -1.990
H 3.058 0.401 1.093
H 2.260 -0.501 2.540
H -3.470 0.005 0.112
```

Computed properties:
LUMO level   0.72 eV
Gap between HOMO and LUMO   9.38 eV
SMILES string   C=C/C=C\C=C
E_HOMO   -8.66 eV

How is the electron density shared among the atoms? According to Mulliken, the charges in e are: atom 1 (C): -0.3024, atom 2 (C): -0.1332, atom 3 (C): -0.3257, atom 4 (C): -0.7296, atom 5 (C): -0.2539, atom 6 (C): -0.7705, atom 7 (H): 0.3972, atom 8 (H): 0.3764, atom 9 (H): 0.3689, atom 10 (H): 0.2706, atom 11 (H): 0.3121, atom 12 (H): 0.2768, atom 13 (H): 0.2547, atom 14 (H): 0.2587

---

--- ii ---
The molecule C6H8, computed with the ωB97M-V functional and the def2-TZVPD basis.

XYZ file:
```
14
Properties=species:S:1:pos:R:3
C -0.688 -0.293 0.508
C 0.286 0.190 -0.445
C 2.897 0.504 -0.595
C 1.534 0.530 -0.352
C -2.065 0.358 0.478
C -1.906 -1.014 -0.055
H -2.285 -1.847 0.530
H -1.927 -1.155 -1.130
H 3.510 1.374 -0.378
H -2.554 0.490 1.439
H 2.041 0.838 0.664
H -2.198 1.173 -0.225
H -0.362 -0.640 1.492
H 3.406 -0.388 -0.960
```

Computed properties:
LUMO level (alpha / beta)   0.11 / 0.11 eV
Gap between HOMO and LUMO (alpha / beta)   7.71 / 7.71 eV
E_HOMO (alpha / beta)   -7.60 / -7.59 eV

How is the electron density shared among the atoms? According to Mulliken, the charges in e are: atom 1 (C): 0.3569, atom 2 (C): -0.4081, atom 3 (C): -0.8684, atom 4 (C): -0.1041, atom 5 (C): -0.5294, atom 6 (C): -0.6043, atom 7 (H): 0.2566, atom 8 (H): 0.2782, atom 9 (H): 0.2756, atom 10 (H): 0.2409, atom 11 (H): 0.2206, atom 12 (H): 0.2741, atom 13 (H): 0.3679, atom 14 (H): 0.2434

---

Energy above the most stable structure, in kJ/mol: i 0.0; ii 339.0

---

--- i ---
A cluster of 2 separate species, C3H10N2S in total, computed with the ωB97M-V functional and the def2-TZVPD basis.

XYZ file:
```
16
Properties=species:S:1:pos:R:3
S -1.635 -0.289 -0.473
N 2.313 0.836 0.623
N 2.193 -1.286 -0.362
C -0.996 -0.647 1.226
C 2.145 0.057 -0.387
C -1.952 1.519 -0.292
H -1.873 -0.841 1.887
H -2.774 1.704 0.515
H 1.495 -1.776 -0.961
H -1.009 2.064 -0.065
H -0.380 0.173 1.615
H -0.420 -1.588 1.135
H -2.316 1.986 -1.231
H 2.253 -1.618 0.581
H 2.475 1.729 0.261
H 1.992 0.385 -1.272
```

Computed properties:
LUMO level   0.79 eV
Gap between HOMO and LUMO   9.46 eV
SMILES string   [H]/N=C/N.CSC
E_HOMO   -8.67 eV

How is the electron density shared among the atoms? According to Mulliken, the charges in e are: atom 1 (S): -0.0973, atom 2 (N): -0.7242, atom 3 (N): -0.4855, atom 4 (C): -0.7782, atom 5 (C): -0.1648, atom 6 (C): -0.7594, atom 7 (H): 0.3397, atom 8 (H): 0.2485, atom 9 (H): 0.2663, atom 10 (H): 0.2319, atom 11 (H): 0.2781, atom 12 (H): 0.2054, atom 13 (H): 0.3161, atom 14 (H): 0.2880, atom 15 (H): 0.2522, atom 16 (H): 0.5833

---

--- ii ---
The molecule C3H10N2S, computed with the ωB97M-V functional and the def2-TZVPD basis.

XYZ file:
```
16
Properties=species:S:1:pos:R:3
S 2.160 0.104 1.367
N -0.888 -2.118 -1.492
N -0.690 -0.324 0.093
C 0.688 1.118 1.542
C -0.368 -0.718 -1.249
C -0.305 1.082 0.342
H 0.061 1.045 2.436
H 0.699 -0.855 -1.382
H 1.029 2.158 1.628
H 0.168 1.615 -0.473
H -1.104 1.807 0.535
H -0.065 -2.615 -1.080
H 2.729 0.643 0.273
H -0.877 -0.126 -2.062
H -1.563 -2.330 -0.758
H -1.675 -0.485 0.279
```

Computed properties:
LUMO level   0.90 eV
Gap between HOMO and LUMO   9.92 eV
SMILES string   NCNCCS
E_HOMO   -9.01 eV

How is the electron density shared among the atoms? According to Mulliken, the charges in e are: atom 1 (S): -0.2342, atom 2 (N): -0.6964, atom 3 (N): -0.3231, atom 4 (C): -0.6354, atom 5 (C): -0.3386, atom 6 (C): -0.6899, atom 7 (H): 0.3626, atom 8 (H): 0.2945, atom 9 (H): 0.3420, atom 10 (H): 0.3480, atom 11 (H): 0.3854, atom 12 (H): 0.2872, atom 13 (H): 0.1094, atom 14 (H): 0.2882, atom 15 (H): 0.2556, atom 16 (H): 0.2446

---

Energy above the most stable structure, in kJ/mol: i 0.0; ii 23.7

---

--- i ---
A cluster of 3 separate species, C3H10N2S in total, computed with the ωB97M-V functional and the def2-TZVPD basis.

XYZ file:
```
16
Properties=species:S:1:pos:R:3
S -3.128 -0.616 -0.145
N -0.612 -0.446 1.875
N 1.864 0.126 -1.267
C 0.563 -0.614 -1.654
C -0.205 0.862 1.411
C 1.046 1.064 1.038
H -0.164 0.181 -1.109
H 0.176 -1.013 1.671
H 1.747 0.903 1.930
H -1.545 -0.597 1.512
H 2.161 0.081 -2.208
H -1.040 1.571 1.345
H 2.488 0.416 -0.565
H -4.244 0.031 0.229
H 0.393 -1.632 -1.244
H 0.499 -0.315 -2.819
```

Computed properties:
LUMO level   -3.51 eV
Gap between HOMO and LUMO   3.84 eV
E_HOMO   -7.36 eV

How is the electron density shared among the atoms? According to Mulliken, the charges in e are: atom 1 (S): -0.5942, atom 2 (N): -0.2999, atom 3 (N): -0.3645, atom 4 (C): -0.5042, atom 5 (C): -0.1104, atom 6 (C): -0.2011, atom 7 (H): 0.2073, atom 8 (H): 0.3067, atom 9 (H): 0.3265, atom 10 (H): 0.0775, atom 11 (H): 0.1597, atom 12 (H): 0.3256, atom 13 (H): 0.1619, atom 14 (H): 0.0525, atom 15 (H): 0.1722, atom 16 (H): 0.2844

---

--- ii ---
The molecule C3H10N2S, computed with the ωB97M-V functional and the def2-TZVPD basis.

XYZ file:
```
16
Properties=species:S:1:pos:R:3
S -0.305 -0.136 0.224
N -0.435 -1.142 1.398
N 1.313 0.035 -0.518
C -1.045 1.548 0.662
C 2.439 0.039 0.349
C -1.421 -0.542 -1.078
H -1.115 2.203 -0.182
H -0.528 2.164 1.545
H 3.021 -0.946 0.473
H 3.340 0.613 0.035
H 0.434 -1.345 1.828
H -1.374 0.208 -1.775
H 2.221 0.353 1.318
H -2.086 1.299 0.801
H -1.112 -1.498 -1.682
H -2.467 -0.674 -0.617
```

Computed properties:
LUMO level   0.65 eV
Gap between HOMO and LUMO   8.35 eV
SMILES string   CN=S(C)(C)=N
E_HOMO   -7.70 eV

How is the electron density shared among the atoms? According to Mulliken, the charges in e are: atom 1 (S): 0.8022, atom 2 (N): -0.7019, atom 3 (N): -0.4579, atom 4 (C): -0.9766, atom 5 (C): -0.8056, atom 6 (C): -0.9724, atom 7 (H): 0.3809, atom 8 (H): 0.2510, atom 9 (H): 0.2370, atom 10 (H): 0.2850, atom 11 (H): 0.2770, atom 12 (H): 0.3889, atom 13 (H): 0.2914, atom 14 (H): 0.3697, atom 15 (H): 0.2932, atom 16 (H): 0.3381

---

Energy above the most stable structure, in kJ/mol: i 380.8; ii 0.0